No. 1
11
Properties=species:S:1:pos:R:3:lowdin_charge:R:1 method="wB97M-V/def2-TZVPD" total_energy_ha=-596.18006 de_lowest_kj_mol=378.92 e_homo_ev=-8.467
C -1.283 0.368 -0.123 -0.20
C 1.893 -0.395 0.287 -0.35
O -1.758 1.794 0.044 -0.17
F -0.109 -2.187 -0.070 -0.41
P 0.597 -0.874 -0.890 0.91
H -1.345 0.046 0.864 0.02
H -2.382 2.075 -0.698 0.10
H -1.863 -0.069 -0.965 0.04
H 2.658 -1.019 0.547 0.00
H 2.294 0.471 -0.198 0.02
H 1.297 -0.211 1.202 0.04

=====

No. 2
8
Properties=species:S:1:pos:R:3:lowdin_charge:R:1 method="wB97M-V/def2-TZVPD" total_energy_ha=-3003.78258 de_lowest_kj_mol=517.59 e_homo_ev="-9.433 / -9.432"
C 0.812 0.737 -0.259 -0.27
F -0.191 -2.911 -0.378 -0.68
Si -0.522 -0.174 0.643 0.55
Br -2.454 0.804 0.068 0.33
H 1.583 1.430 0.058 0.04
H 1.482 0.006 -0.708 0.04
H 0.357 1.196 -1.132 0.03
H -1.067 -1.089 1.708 -0.04

=====

No. 3
17
Properties=species:S:1:pos:R:3:lowdin_charge:R:1 method="wB97M-V/def2-TZVPD" smiles="C=N/N=[N+](/C)CC" total_energy_ha=-322.28674 de_lowest_kj_mol=456.41 e_homo_ev="-14.997 / -14.997" charge=+1
C 3.405 -0.213 -0.162 0.06
N 2.306 0.173 0.394 0.03
N 1.271 1.076 -0.225 0.20
N 0.082 0.839 0.080 -0.16
C -0.799 1.901 -0.213 0.00
C -0.403 -0.336 0.822 -0.15
C -1.293 -1.115 -0.116 -0.05
H 4.086 -0.643 0.517 0.07
H 3.729 -0.176 -1.261 0.13
H -1.875 1.561 -0.022 0.14
H -0.754 2.339 -1.201 0.12
H -0.717 2.690 0.459 0.09
H 0.345 -0.933 1.119 0.07
H -0.927 0.082 1.707 0.16
H -0.716 -1.506 -0.953 0.10
H -2.039 -1.818 0.429 0.14
H -1.974 -0.442 -0.533 0.04

=====

No. 4
10
Properties=species:S:1:pos:R:3:lowdin_charge:R:1 method="wB97M-V/def2-TZVPD" smiles=[O-]N1CCN1 total_energy_ha=-263.80169 de_lowest_kj_mol=85.64 e_homo_ev=-1.263 charge=-1
O 2.059 0.732 -0.325 -0.37
N 0.820 0.841 -0.575 -0.31
C -0.226 0.541 0.796 -0.18
C -0.782 -0.480 -0.096 -0.36
N 0.237 -0.504 -1.141 -0.10
H -0.785 1.479 1.019 0.06
H 0.112 0.035 1.713 0.06
H -0.935 -1.491 0.286 0.08
H -1.616 -0.059 -0.585 0.06
H 1.115 -1.094 -1.092 0.07

=====

No. 5
94
Properties=species:S:1:pos:R:3:lowdin_charge:R:1 method="wB97M-V/def2-TZVPD" total_energy_ha=-3546.22967 de_lowest_kj_mol=0.00 e_homo_ev=-7.936
Ca 0.108 -1.449 -0.150 0.97
C 3.012 -2.257 -4.812 -0.08
C 2.583 -1.860 -3.399 -0.37
C 1.528 -0.760 -3.467 -0.10
C 2.091 -3.068 -2.644 -0.27
C 2.467 -4.411 -2.816 -0.01
C 1.679 -5.111 -1.933 -0.07
N 0.896 -4.242 -1.274 -0.03
N 1.154 -2.980 -1.702 0.00
B -0.271 -4.609 -0.334 -0.52
N 0.023 -4.286 1.155 -0.04
C -0.004 -5.205 2.129 -0.07
C 0.307 -4.591 3.320 -0.01
C 0.523 -3.249 2.983 -0.28
N 0.352 -3.068 1.670 0.02
C 0.850 -2.158 3.965 -0.36
C 1.636 -1.009 3.353 -0.10
C -0.431 -1.653 4.638 -0.06
N -1.586 -3.974 -0.847 -0.04
C -2.671 -4.697 -1.169 -0.07
C -3.568 -3.875 -1.805 -0.01
C -2.957 -2.614 -1.804 -0.28
N -1.755 -2.680 -1.225 0.03
C -3.512 -1.328 -2.338 -0.38
C -4.473 -1.562 -3.501 -0.07
C -4.218 -0.574 -1.215 -0.06
H 3.385 -1.385 -5.351 0.08
H 2.167 -2.668 -5.369 0.09
H 3.805 -3.005 -4.802 0.07
H 3.463 -1.466 -2.879 0.13
H 0.614 -1.127 -3.940 0.09
H 1.904 0.079 -4.058 0.08
H 1.281 -0.365 -2.484 -0.04
H 3.189 -4.816 -3.502 0.10
H 1.606 -6.168 -1.736 0.12
H -0.415 -5.801 -0.382 0.12
H -0.240 -6.231 1.902 0.12
H 0.381 -5.039 4.296 0.10
H 1.473 -2.626 4.734 0.14
H 1.027 -0.494 2.610 -0.02
H 2.543 -1.347 2.853 0.07
H 1.908 -0.285 4.125 0.08
H -1.113 -1.235 3.894 0.05
H -0.198 -0.869 5.363 0.08
H -0.948 -2.459 5.159 0.08
H -2.708 -5.751 -0.952 0.12
H -4.532 -4.142 -2.202 0.10
H -2.667 -0.734 -2.699 0.10
H -5.356 -2.115 -3.174 0.07
H -4.000 -2.123 -4.309 0.08
H -4.814 -0.606 -3.901 0.08
H -5.049 -1.175 -0.833 0.09
H -4.612 0.380 -1.569 0.09
H -3.538 -0.384 -0.390 0.04
C 0.670 6.603 -0.429 -0.11
C 1.141 6.075 -1.781 -0.25
C 1.224 4.552 -1.840 -0.20
C 2.377 3.994 -1.008 -0.18
N 2.365 2.540 -0.925 0.02
C 2.077 1.743 0.108 -0.82
S 2.552 0.099 0.001 0.59
N 1.484 2.183 1.218 0.04
C 0.620 3.339 1.438 -0.19
C 1.138 4.237 2.553 -0.19
C 1.323 3.508 3.884 -0.25
C 0.052 2.838 4.400 -0.10
H 0.574 7.689 -0.443 0.07
H 1.362 6.351 0.377 0.06
H -0.307 6.187 -0.172 0.08
H 2.116 6.507 -2.030 0.11
H 0.451 6.417 -2.555 0.11
H 1.358 4.224 -2.874 0.12
H 0.281 4.106 -1.507 0.09
H 2.391 4.402 0.000 0.10
H 3.326 4.283 -1.466 0.13
H 2.773 2.033 -1.693 0.12
H 1.360 1.440 1.890 0.07
H -0.365 2.944 1.699 0.08
H 0.483 3.886 0.512 0.09
H 0.425 5.058 2.680 0.12
H 2.090 4.684 2.251 0.11
H 1.683 4.226 4.624 0.11
H 2.118 2.763 3.781 0.10
H -0.770 3.555 4.461 0.08
H 0.208 2.426 5.397 0.07
H -0.275 2.017 3.756 0.03
C -3.401 2.341 1.317 -0.10
O -2.638 2.151 0.122 -0.22
C -1.668 1.243 0.107 -1.30
S -0.836 1.054 -1.343 0.60
S -1.288 0.339 1.496 0.59
H -4.137 3.099 1.064 0.09
H -2.764 2.682 2.133 0.07
H -3.888 1.412 1.610 0.08

=====

No. 6
16
Properties=species:S:1:pos:R:3:lowdin_charge:R:1 method="wB97M-V/def2-TZVPD" smiles="CN[N+]1=NNCC1" total_energy_ha=-338.34385 de_lowest_kj_mol=464.70 e_homo_ev=-13.335 charge=+1
C -0.190 0.526 2.533 -0.05
N 0.378 0.109 1.299 -0.03
N -0.165 0.048 0.070 -0.13
N -1.262 0.471 -0.388 0.15
N -1.512 0.128 -1.597 0.02
C -0.413 -0.495 -2.196 -0.12
C 0.567 -0.708 -0.985 -0.03
H -0.017 1.559 2.663 0.07
H -1.248 0.112 2.674 0.12
H 0.332 -0.217 3.307 0.15
H 1.323 0.188 1.191 0.11
H -2.200 0.682 -1.966 0.14
H 0.126 0.061 -2.954 0.12
H -0.849 -1.488 -2.770 0.19
H 0.686 -1.756 -0.568 0.15
H 1.636 -0.238 -1.063 0.16

=====

No. 7
92
Properties=species:S:1:pos:R:3:lowdin_charge:R:1 method="wB97M-V/def2-TZVPD" total_energy_ha=-5253.79716 spin_multiplicity=2 de_lowest_kj_mol=1861.86 e_homo_ev="-15.940 / -15.938" charge=+3
Be -1.373 -0.668 1.292 0.60
C 2.800 -2.861 -0.343 -0.12
C 2.439 -3.058 1.102 -0.25
C 3.635 -2.699 2.053 -0.10
O 3.924 -1.278 2.011 -0.30
C 4.851 -0.884 3.029 -0.19
N 1.228 -2.204 1.479 0.21
H 1.439 -1.261 1.185 0.04
H 0.455 -2.470 0.886 0.08
H 0.709 -2.257 2.343 0.16
H 3.131 -1.835 -0.500 -0.01
H 1.913 -3.117 -0.922 0.04
H 3.550 -3.603 -0.618 0.13
H 2.145 -4.075 1.359 0.12
H 4.589 -3.214 1.940 0.15
H 3.202 -2.807 3.048 0.13
H 5.876 -1.127 2.751 0.12
H 4.620 -1.374 3.975 0.11
H 4.649 0.180 3.159 -0.24
C -1.064 -2.114 -1.804 -0.06
C -1.514 -3.459 -1.214 -0.25
C -0.600 -4.701 -1.229 -0.13
O 0.554 -4.397 -0.499 -0.23
C 1.492 -5.421 -0.309 -0.07
N -2.090 -3.176 0.132 0.19
H -1.569 -3.163 0.997 0.10
H -2.569 -2.287 0.124 0.09
H -2.765 -3.916 0.258 0.18
H -0.895 -2.061 -2.879 0.08
H -0.249 -1.595 -1.298 -0.16
H -1.845 -1.377 -1.616 0.05
H -2.469 -3.710 -1.676 0.16
H -0.417 -4.789 -2.300 0.15
H -1.079 -5.632 -0.924 0.15
H 1.037 -6.278 0.186 0.13
H 2.155 -5.001 0.448 0.05
H 2.205 -5.685 -1.090 0.13
Cl 0.998 0.218 -0.270 0.88
O 0.312 -0.664 -1.172 -0.42
O 0.008 0.361 0.829 -0.44
O 2.189 -0.386 0.202 -0.42
O 1.216 1.542 -0.830 -0.42
C -4.737 0.698 0.547 -0.02
C -3.810 1.875 0.188 -0.41
C -4.375 3.050 0.965 -0.15
C -3.617 4.310 0.967 -0.17
C -2.270 4.010 1.524 -0.16
C -1.538 2.865 0.876 -0.38
N -2.406 1.656 0.789 0.13
O -1.767 0.564 0.256 -0.25
C -1.020 3.444 -0.518 0.02
C -0.398 2.599 1.829 -0.05
C -4.002 1.995 -1.344 -0.10
H -4.794 0.591 1.630 0.09
H -4.295 -0.273 0.322 0.06
H -5.721 0.779 0.086 0.11
H -5.414 3.199 0.670 0.15
H -4.378 2.705 1.999 0.14
H -4.134 5.049 1.579 0.15
H -3.512 4.729 -0.034 0.12
H -2.281 3.946 2.612 0.14
H -1.728 4.954 1.462 0.15
H -0.375 2.757 -1.066 0.01
H -1.892 3.785 -1.077 0.09
H -0.360 4.307 -0.425 0.13
H 0.303 3.414 2.009 0.12
H -0.605 2.134 2.793 0.13
H 0.129 1.779 1.342 -0.01
H -3.792 3.027 -1.627 0.09
H -5.062 1.964 -1.597 0.11
H -3.429 1.306 -1.965 -0.14
Cl 0.450 -0.184 -4.286 0.81
C 0.436 1.635 -4.068 -0.42
C -0.347 1.986 -2.765 -0.48
Cl -1.941 1.111 -2.485 0.86
H 0.052 2.073 -4.989 0.11
H 1.479 1.950 -4.037 0.02
H -0.642 3.036 -2.778 0.09
H 0.320 1.820 -1.920 -0.03
Cl 3.514 3.987 0.558 0.55
C 2.442 2.445 0.695 -0.61
C 2.313 1.754 2.089 -0.52
Cl 3.874 1.081 2.557 0.96
H 2.815 1.737 -0.045 0.00
H 1.410 2.733 0.496 0.02
H 1.502 1.028 2.026 0.04
H 1.911 2.412 2.860 0.09
C 2.901 0.188 -2.348 -1.45
Cl 2.199 -1.380 -2.572 0.91
Cl 3.458 0.763 -3.909 0.71
Cl 4.206 0.105 -1.245 0.85
H 2.106 0.802 -1.923 -0.03

=====

No. 8
20
Properties=species:S:1:pos:R:3:lowdin_charge:R:1 method="wB97M-V/def2-TZVPD" smiles="CC(C)=CN.O.O" total_energy_ha=-365.36493 de_lowest_kj_mol=203.64 e_homo_ev=-6.940
C -0.130 -2.214 0.431 -0.09
C -0.875 -1.076 1.049 -0.37
C -1.812 -1.329 2.216 -0.08
C -0.786 0.138 0.441 -0.22
N -0.643 0.318 -0.877 0.06
H 0.906 -2.226 0.848 0.08
H -0.370 -3.185 0.961 0.08
H -0.132 -2.177 -0.687 0.07
H -1.441 -1.835 3.064 0.04
H -2.174 -0.343 2.522 0.06
H -2.721 -1.912 1.780 0.11
H -1.085 0.938 1.076 0.10
H -0.717 1.293 -1.248 0.11
H 0.033 -0.149 -1.413 0.03
O 1.387 2.729 0.285 0.01
H 1.975 3.431 0.556 0.05
H 1.528 2.514 -0.553 -0.07
O 1.909 0.765 -2.772 -0.06
H 1.641 0.188 -3.538 0.08
H 2.310 0.174 -2.163 0.01

=====

No. 9
8
Properties=species:S:1:pos:R:3:lowdin_charge:R:1 method="wB97M-V/def2-TZVPD" total_energy_ha=-891.28075 de_lowest_kj_mol=97.22 e_homo_ev="-13.544 / -13.525" charge=+1
C -0.468 0.186 -0.015 -0.56
N 0.676 -0.501 0.649 0.08
S -1.726 1.465 -2.002 0.28
S -0.022 0.888 -1.424 0.55
H -1.451 0.162 0.535 0.11
H 1.089 -1.105 -0.123 0.17
H 0.408 -1.190 1.330 0.15
H 1.495 0.095 1.051 0.22

=====

No. 10
16
Properties=species:S:1:pos:R:3:lowdin_charge:R:1 method="wB97M-V/def2-TZVPD" total_energy_ha=-648.50820 de_lowest_kj_mol=61.33 e_homo_ev=-2.707 charge=-1
C 1.011 -0.378 -1.282 -0.16
N -0.210 -1.136 -1.118 -0.16
C -0.875 -0.830 0.164 -0.33
C -1.610 0.525 0.181 -0.77
S -1.160 1.675 1.497 0.20
H 1.545 -0.721 -2.172 0.06
H 1.669 -0.554 -0.438 0.05
H 0.868 0.711 -1.336 0.08
H -0.862 -0.875 -1.850 0.08
H -1.571 -1.650 0.352 0.09
H -0.130 -0.882 0.960 0.08
H -2.671 0.314 0.253 0.01
H -1.486 1.001 -0.801 0.03
H 2.183 0.277 1.628 0.00
H 1.170 1.361 1.937 -0.10
O 2.131 1.164 2.023 -0.15

=====

No. 11
190
Properties=species:S:1:pos:R:3:lowdin_charge:R:1 method="wB97M-V/def2-TZVPD" total_energy_ha=-5088.29212 de_lowest_kj_mol=0.00 e_homo_ev=-4.958
C 0.242 -2.757 5.699 -0.09
C -0.281 -1.623 4.818 -0.24
C 0.684 -0.477 4.556 -0.17
C 1.169 0.247 5.814 -0.08
N 2.230 1.299 5.469 -0.19
C 1.601 2.470 4.710 -0.09
C 0.932 3.322 5.758 -0.16
C 1.654 3.127 7.097 -0.12
C 2.668 2.022 6.732 -0.10
C 3.445 0.733 4.756 -0.13
C 4.112 -0.434 5.481 -0.20
C 5.427 -0.810 4.746 -0.07
H 1.211 -3.160 5.404 0.08
H -0.541 -3.506 5.798 0.07
H 0.414 -2.415 6.729 0.06
H -1.263 -1.319 5.190 0.10
H -0.486 -2.134 3.874 0.08
H 0.274 0.195 3.802 0.09
H 1.562 -1.001 4.168 0.11
H 1.629 -0.475 6.487 0.12
H 0.334 0.686 6.361 0.14
H 2.467 2.982 4.287 0.13
H 0.970 2.085 3.915 0.11
H 1.004 4.371 5.472 0.12
H -0.104 3.024 5.923 0.10
H 2.153 4.014 7.481 0.12
H 0.928 2.803 7.840 0.11
H 3.677 2.410 6.588 0.14
H 2.843 1.317 7.546 0.13
H 4.064 1.597 4.509 0.14
H 3.114 0.443 3.757 0.12
H 3.428 -1.281 5.432 0.10
H 4.260 -0.152 6.524 0.11
H 6.229 -0.080 4.673 0.08
H 5.134 -1.129 3.743 0.08
H 5.845 -1.717 5.183 0.08
C -7.253 2.426 1.017 -0.10
C -6.043 1.494 1.177 -0.25
C -4.723 2.126 0.722 -0.17
C -4.337 3.398 1.502 -0.09
N -2.951 3.321 2.114 -0.19
C -2.397 4.568 2.729 -0.10
C -0.889 4.385 2.701 -0.13
C -0.656 3.791 1.314 -0.12
C -2.006 3.186 0.892 -0.07
C -2.776 2.100 3.029 -0.10
C -3.442 2.290 4.401 -0.23
C -3.491 0.966 5.114 -0.08
H -7.192 3.350 1.596 0.07
H -8.123 1.905 1.423 0.07
H -7.500 2.712 -0.004 0.08
H -6.242 0.612 0.563 0.09
H -5.941 1.066 2.178 0.10
H -4.881 2.415 -0.319 0.12
H -3.983 1.326 0.663 0.10
H -4.957 3.603 2.376 0.12
H -4.375 4.258 0.837 0.13
H -2.760 4.684 3.753 0.12
H -2.842 5.428 2.229 0.14
H -0.506 3.675 3.431 0.08
H -0.337 5.311 2.855 0.13
H 0.240 3.179 1.217 0.10
H -0.399 4.582 0.606 0.13
H -1.933 2.142 0.579 0.11
H -2.391 3.768 0.057 0.13
H -1.700 1.978 3.125 0.12
H -3.200 1.186 2.620 0.10
H -4.407 2.760 4.194 0.11
H -2.919 2.955 5.095 0.10
H -3.845 1.075 6.142 0.08
H -2.530 0.492 5.337 0.06
H -4.069 0.263 4.512 0.08
C -5.802 -1.255 -6.581 -0.11
C -5.028 -0.583 -5.446 -0.23
C -4.209 -1.615 -4.657 -0.19
C -4.081 -1.343 -3.158 -0.11
N -3.244 -2.246 -2.279 -0.18
C -3.639 -3.723 -2.431 -0.08
C -2.570 -4.363 -3.307 -0.14
C -1.325 -3.686 -2.741 -0.15
C -1.774 -2.252 -2.648 -0.10
C -3.328 -1.759 -0.820 -0.13
C -4.680 -1.774 -0.143 -0.20
C -4.476 -1.651 1.391 -0.07
H -6.421 -0.555 -7.144 0.07
H -6.605 -1.927 -6.248 0.07
H -5.209 -1.931 -7.197 0.08
H -5.682 0.014 -4.802 0.11
H -4.357 0.193 -5.814 0.09
H -3.323 -1.889 -5.236 0.12
H -4.692 -2.601 -4.680 0.10
H -5.101 -1.527 -2.811 0.13
H -3.821 -0.339 -2.823 0.14
H -3.681 -4.177 -1.441 0.14
H -4.646 -3.894 -2.815 0.13
H -2.473 -5.445 -3.242 0.13
H -2.588 -4.113 -4.370 0.12
H -1.238 -4.087 -1.726 0.11
H -0.432 -3.950 -3.299 0.11
H -1.206 -1.514 -2.085 0.12
H -1.798 -1.850 -3.667 0.12
H -2.925 -0.745 -0.862 0.12
H -2.533 -2.311 -0.318 0.13
H -5.165 -2.739 -0.300 0.11
H -5.243 -0.940 -0.564 0.09
H -5.261 -2.242 1.869 0.08
H -4.476 -0.651 1.814 0.04
H -3.578 -2.223 1.624 0.07
C 8.047 0.489 -6.097 -0.10
C 7.002 -0.570 -6.555 -0.24
C 6.023 -0.865 -5.434 -0.17
C 4.999 0.269 -5.381 -0.13
N 4.170 0.248 -4.133 -0.19
C 3.391 1.565 -4.089 -0.09
C 4.301 2.642 -3.454 -0.14
C 5.450 1.914 -2.789 -0.13
C 4.962 0.472 -2.779 -0.05
C 3.285 -0.954 -3.897 -0.10
C 2.324 -1.202 -5.062 -0.21
C 1.625 -2.545 -5.026 -0.08
H 8.776 0.621 -6.899 0.07
H 8.667 0.022 -5.327 0.08
H 7.647 1.454 -5.794 0.06
H 7.668 -1.405 -6.768 0.11
H 6.544 -0.164 -7.457 0.11
H 6.631 -0.872 -4.529 0.11
H 5.439 -1.779 -5.546 0.12
H 4.310 0.442 -6.210 0.14
H 5.476 1.253 -5.427 0.12
H 2.529 1.478 -3.425 0.10
H 2.964 1.857 -5.046 0.12
H 3.797 3.362 -2.808 0.11
H 4.653 3.354 -4.206 0.12
H 5.603 2.268 -1.773 0.10
H 6.339 1.903 -3.419 0.11
H 4.175 0.367 -2.036 0.13
H 5.733 -0.289 -2.705 0.13
H 2.801 -0.688 -2.961 0.12
H 3.972 -1.794 -3.795 0.13
H 2.881 -1.220 -6.005 0.11
H 1.614 -0.396 -5.267 0.11
H 0.995 -2.668 -5.906 0.09
H 1.014 -2.711 -4.139 0.05
H 2.364 -3.349 -5.081 0.08
C 0.455 -7.064 1.872 -0.54
O -0.251 -6.433 2.985 -0.11
O 1.065 -8.137 2.364 -0.20
C -0.533 -7.164 0.678 -0.54
F -1.684 -7.785 0.992 0.12
F -0.885 -5.927 0.187 0.06
F -0.010 -7.827 -0.368 0.12
C -0.531 -5.061 2.948 -0.30
C -1.848 -4.859 3.699 -0.08
H -2.096 -3.793 3.740 0.05
H -2.573 -5.490 3.181 0.08
H -1.881 -5.217 4.732 0.07
H -0.741 -4.683 1.947 0.10
H 0.286 -4.559 3.483 0.10
H 1.245 -6.364 1.532 0.13
C -0.287 -0.113 0.992 -0.49
O -0.452 0.497 -0.287 -0.11
O -1.498 -0.113 1.582 -0.18
C 0.557 -1.411 0.875 -0.51
F 0.731 -2.095 2.010 0.14
F 0.008 -2.301 -0.007 0.10
F 1.777 -1.206 0.322 0.12
C 0.617 1.199 -0.889 -0.26
C -0.010 1.792 -2.144 -0.04
H -0.557 2.679 -1.807 0.07
H 0.717 2.118 -2.887 0.06
H -0.758 1.124 -2.565 0.06
H 1.384 0.529 -1.292 0.10
H 1.059 2.012 -0.313 0.09
H 0.464 0.454 1.585 0.13
C -0.394 3.076 -6.135 -0.65
F -0.440 3.721 -7.299 0.13
F 0.857 2.855 -5.739 0.11
F -1.008 3.841 -5.220 0.11
S -1.314 1.401 -6.347 0.45
O -0.300 0.530 -6.920 -0.36
O -1.698 1.003 -5.002 -0.36
O -2.431 1.656 -7.240 -0.33
C 5.385 3.816 1.096 -0.66
F 6.005 3.102 0.153 0.10
F 5.932 3.521 2.293 0.10
F 5.552 5.115 0.877 0.14
S 3.558 3.338 1.100 0.45
O 3.008 4.353 2.024 -0.36
O 3.162 3.606 -0.279 -0.33
O 3.523 1.996 1.579 -0.32